C19H26BIrN7 | the ωB97M-V functional and the def2-TZVPD basis

```
! RIJCOSX wB97M-V def2-TZVPD def2/J DEFGRID3
* xyz 4 6
C 2.697 -0.682 -0.561
N 1.454 -0.630 -1.119
N 1.626 -0.627 -2.489
C 2.937 -0.658 -2.778
C 3.648 -0.726 -1.589
B 0.427 -0.492 -3.441
N -0.560 -1.571 -2.974
N -0.945 -1.648 -1.647
C -1.852 -2.657 -1.549
C -2.034 -3.221 -2.818
C -1.219 -2.502 -3.687
Ir -0.352 -0.355 -0.222
N -0.237 0.849 -3.039
N -0.545 1.106 -1.715
C -1.022 2.383 -1.644
C -1.050 2.909 -2.949
C -0.545 1.924 -3.781
H -1.291 2.835 -0.689
H -0.370 1.887 -4.856
H -1.397 3.889 -3.245
H 0.710 -0.476 -4.612
H -1.028 -2.552 -4.739
H 3.227 -0.621 -3.814
H -2.674 -4.044 -3.068
H 4.717 -0.792 -1.494
H -2.323 -2.860 -0.602
H 2.794 -0.609 0.517
H -2.393 -1.477 1.163
C -1.972 -2.187 1.912
H -2.541 -3.128 1.873
H -0.893 -2.348 1.693
H -2.121 -1.742 2.904
C 3.035 -0.475 2.922
N 1.939 0.307 2.376
C 2.226 1.683 2.022
C 0.666 -0.054 2.957
C -0.549 0.727 2.520
C -1.117 1.667 3.393
C -2.330 2.288 3.104
C -3.007 1.959 1.935
C -2.448 1.080 1.015
C -1.177 0.549 1.275
H 3.993 -0.046 2.623
H 2.958 -1.501 2.519
H 2.977 -0.546 4.026
H 1.707 1.961 1.084
H 1.930 2.400 2.813
H 3.309 1.758 1.839
H 0.517 -1.123 2.702
H 0.742 0.009 4.070
H -0.589 1.910 4.324
H -2.751 3.033 3.775
H -3.972 2.401 1.693
H -2.934 0.835 0.072
*
```

The highest occupied orbital energy (spin up / spin down) is -21.5405 / -21.2930 eV. The expectation value of S² is 8.8096.

For reference, the Mulliken charges in units of e are:
1. C 0.111
2. N -0.043
3. N 0.153
4. C 0.003
5. C -1.288
6. B 0.079
7. N 0.129
8. N -0.044
9. C -0.003
10. C -1.117
11. C -0.047
12. Ir 0.670
13. N -0.238
14. N 0.129
15. C 0.130
16. C -1.078
17. C 0.110
18. H 0.559
19. H 0.553
20. H 0.492
21. H 0.057
22. H 0.538
23. H 0.533
24. H 0.471
25. H 0.475
26. H 0.468
27. H 0.526
28. H 0.081
29. C -0.894
30. H 0.435
31. H 0.353
32. H 0.289
33. C -0.884
34. N 0.199
35. C -0.644
36. C -1.468
37. C 0.529
38. C -0.386
39. C -0.765
40. C -0.721
41. C 0.015
42. C -0.039
43. H 0.430
44. H 0.503
45. H 0.304
46. H 0.189
47. H 0.377
48. H 0.470
49. H 0.438
50. H 0.557
51. H 0.575
52. H 0.506
53. H 0.525
54. H 0.704